13
Properties=species:S:1:pos:R:3 method="wB97M-V/def2-TZVPD" homo_energy_ev="-12.1 / -17.2" molar_mass_g_mol=70.11 total_charge=+1 fmax_ev_per_a=3.51 gap_ev="6.8 / 8.7" multiplicity=3
H 1.933 -0.317 -0.999
H -1.844 -2.451 0.082
C -2.204 -1.685 -0.557
H 1.293 1.694 1.499
H -2.422 -0.765 -0.093
C 0.719 1.862 0.623
H -0.094 2.578 0.671
C -0.132 -0.455 -0.217
H 1.381 2.463 -0.046
C 1.352 -0.550 -0.200
H 1.991 -1.044 0.537
N 0.476 0.544 0.252
H -2.450 -1.875 -1.551

***

13
Properties=species:S:1:pos:R:3 method="wB97M-V/def2-TZVPD" homo_energy_ev="-22.3 / -23.5" molar_mass_g_mol=70.11 total_charge=+2 fmax_ev_per_a=1.54 gap_ev="11.6 / 9.1" multiplicity=2
H 0.016 1.128 2.111
N -0.791 0.363 -0.458
H 1.249 -1.384 -1.160
C 0.207 -0.309 0.385
C 0.427 0.228 1.671
H -1.744 -0.019 -0.303
H 0.374 1.676 -1.562
C -0.616 1.291 -1.319
C 0.814 -1.490 -0.160
H 1.132 -0.286 2.307
H 1.632 -1.851 0.474
H 0.051 -2.295 -0.119
H -1.437 1.732 -1.892

***

14
Properties=species:S:1:pos:R:3 method="wB97M-V/def2-TZVPD" homo_energy_ev=-8.6 molar_mass_g_mol=84.12 fmax_ev_per_a=0.48 gap_ev=9.6
H 1.429 0.972 1.233
C 0.389 -0.709 -0.170
H 2.206 -0.216 -1.312
H 1.037 1.102 -1.137
N -2.081 -0.809 0.544
N 2.163 0.687 0.580
C -2.077 0.285 -0.483
H -2.398 1.285 -0.217
C -0.872 -0.354 -0.017
H -2.426 -0.077 -1.446
H 0.722 -1.633 0.297
H 2.587 -0.138 1.013
C 1.465 0.228 -0.634
H -2.177 -0.396 1.473

***

14
Properties=species:S:1:pos:R:3 method="wB97M-V/def2-TZVPD" homo_energy_ev=-7.9 molar_mass_g_mol=84.12 fmax_ev_per_a=3.99 gap_ev=8.9 smiles="CN1CCC=N1"
N -0.750 -0.048 -0.337
H 2.344 0.279 -0.943
H -2.684 -0.339 -0.862
C 0.329 0.969 -0.110
H 1.898 -1.979 0.164
C 1.131 -1.175 -0.044
N -0.122 -1.343 -0.127
H 0.289 1.404 0.858
H 0.228 1.826 -0.685
H -2.376 0.762 0.561
H -2.264 -1.015 0.775
C 1.694 0.232 0.002
H 2.452 0.569 0.709
C -2.168 -0.143 0.039